*1*
The following is a DFT calculation (ωB97M-V/def2-TZVPD) of the ion CH3N2O2 with charge +1.

HOMO-LUMO gap (Eh): 0.3757
SMILES string: N[N+](=O)C=O

ORCA input file:
```
! wB97M-V def2-TZVPD RIJCOSX def2/J DEFGRID3
* xyz 1 1
N 0.833 0.138 -0.795
N -0.152 0.482 -0.227
O -1.227 0.899 -0.650
C -0.656 -0.267 0.936
O -0.061 -0.937 1.664
H 1.534 -0.160 0.102
H 1.530 0.265 -1.806
H -1.802 -0.420 0.776
*
```



*2*
The following is a DFT calculation (ωB97M-V/def2-TZVPD) of the ion CH3N2O2 with charge +1.

HOMO-LUMO gap (spin up / spin down) (Eh): 0.3200 / 0.3200
SMILES string: NC(O)=[N+]=O

ORCA input file:
```
! wB97M-V def2-TZVPD RIJCOSX def2/J DEFGRID3
* xyz 1 1
N -0.885 -0.862 0.142
C 0.132 -0.048 -0.035
O -0.343 1.251 -0.082
N 1.428 -0.100 0.262
O 2.458 -0.215 -0.280
H -1.785 -0.381 0.048
H -1.020 -1.834 -0.168
H 0.015 2.189 0.114
*
```



*3*
The following is a DFT calculation (ωB97M-V/def2-TZVPD) of a cluster of 2 separate species, CH3N2O2 in total.

HOMO-LUMO gap (spin up / spin down) (Eh): 0.2538 / 0.2596

ORCA input file:
```
! wB97M-V def2-TZVPD RIJCOSX def2/J DEFGRID3
* xyz 1 1
C -0.342 -0.258 0.107
N -1.473 -0.825 -0.175
N 1.808 1.246 -0.059
O 2.350 0.333 -0.489
O 1.537 2.248 0.404
H 0.234 -0.673 0.853
H -1.884 -1.629 0.215
H -2.230 -0.443 -0.857
*
```



*4*
The following is a DFT calculation (ωB97M-V/def2-TZVPD) of a cluster of 2 separate species, CH3N2O2 in total.

HOMO-LUMO gap (spin up / spin down) (Eh): 0.3360 / 0.3360

ORCA input file:
```
! wB97M-V def2-TZVPD RIJCOSX def2/J DEFGRID3
* xyz 1 1
C 0.377 -0.583 -0.178
N -1.759 0.176 -0.033
N 1.235 0.295 0.127
O -1.725 1.305 -0.178
O -2.182 -0.817 0.190
H 0.697 -1.671 -0.243
H 2.180 0.009 0.171
H 1.175 1.286 0.144
*
```



Most stable to least stable: *2*, *4*, *1*, *3*



*1*
The following is a DFT calculation (ωB97M-V/def2-TZVPD) of a cluster of 2 separate species, CCl3F2N in total.

HOMO-LUMO gap (Eh): 0.3533
SMILES string: F/N=C(/F)Cl.ClCl

ORCA input file:
```
! wB97M-V def2-TZVPD RIJCOSX def2/J DEFGRID3
* xyz 0 1
F -0.534 -0.164 -2.078
N 0.686 -0.586 -1.517
C 1.112 0.121 -0.527
F 2.355 -0.160 -0.166
Cl 0.407 1.460 0.210
Cl -2.216 -1.181 1.515
Cl -1.811 0.510 2.563
*
```



*2*
The following is a DFT calculation (ωB97M-V/def2-TZVPD) of a cluster of 2 separate species, CCl3F2N in total.

HOMO-LUMO gap (spin up / spin down) (Eh): 0.2907 / 0.3180

ORCA input file:
```
! wB97M-V def2-TZVPD RIJCOSX def2/J DEFGRID3
* xyz 0 1
C -0.447 0.256 -0.263
N 0.202 -0.928 0.114
F -0.121 0.644 -1.459
F 0.273 -1.098 1.469
Cl -0.108 1.556 0.884
Cl -2.382 -0.129 -0.281
Cl 2.582 -0.301 -0.465
*
```



Most stable to least stable: *1*, *2*



*1*
The following is a DFT calculation (ωB97M-V/def2-TZVPD) of the ion C5H13N2O with charge +2.

HOMO-LUMO gap (spin up / spin down) (Eh): 0.3567 / 0.2253

ORCA input file:
```
! wB97M-V def2-TZVPD RIJCOSX def2/J DEFGRID3
* xyz 2 2
C 0.842 0.793 1.935
O 0.799 -0.273 2.902
C 0.680 0.238 0.526
C -0.792 0.027 0.121
C -1.063 0.075 -1.342
C -2.026 0.907 -1.912
N -0.129 -0.548 -2.150
N 1.494 -1.038 0.427
H -0.019 1.416 2.193
H 1.778 1.270 2.216
H 0.116 -0.951 2.829
H 1.129 0.948 -0.139
H -1.372 0.757 0.683
H -1.239 -0.906 0.474
H -2.046 1.230 -2.959
H -2.812 1.476 -1.408
H -0.008 0.043 -2.974
H -0.422 -1.456 -2.533
H 1.770 -1.369 1.367
H 2.356 -0.937 -0.117
H 0.965 -1.703 -0.139
*
```



*2*
The following is a DFT calculation (ωB97M-V/def2-TZVPD) of the ion C5H13N2O with charge +2.

HOMO-LUMO gap (spin up / spin down) (Eh): 0.2958 / 0.1811

ORCA input file:
```
! wB97M-V def2-TZVPD RIJCOSX def2/J DEFGRID3
* xyz 2 2
N 1.420 -0.028 -0.881
C 0.071 -0.122 -0.352
C -0.227 0.510 0.994
C 0.278 -0.394 2.207
C 0.551 1.900 1.234
C -0.965 -0.408 -1.392
N -1.023 -1.902 -1.719
O -0.618 0.310 -2.666
H -0.087 -0.566 -2.638
H 1.482 0.615 -1.554
H 1.731 -0.893 -1.229
H -1.936 0.023 -1.125
H -1.368 0.665 1.010
H 0.284 0.254 3.073
H -0.415 -1.239 2.257
H 1.293 -0.742 1.930
H 0.481 2.243 2.273
H 0.222 2.719 0.616
H 1.589 1.717 1.052
H -0.983 -2.535 -0.894
H -1.780 -2.127 -2.196
*
```



*3*
The following is a DFT calculation (ωB97M-V/def2-TZVPD) of a cluster of 3 separate species, C5H13N2O in total.

HOMO-LUMO gap (spin up / spin down) (Eh): 0.2442 / 0.1648

ORCA input file:
```
! wB97M-V def2-TZVPD RIJCOSX def2/J DEFGRID3
* xyz 2 2
O 1.839 1.197 0.940
C 1.504 0.292 0.133
N 1.309 -0.694 -0.644
C 4.282 -1.248 -1.187
C -1.548 0.608 0.674
N -2.720 -0.059 1.169
C -3.148 -1.252 0.490
C -1.734 2.144 0.539
H 4.104 -0.201 -1.502
H 4.915 -1.262 -0.258
H 4.795 -1.848 -2.008
H 3.314 -1.555 -0.973
H -0.624 0.497 1.266
H 0.339 0.269 -0.475
H -1.352 0.394 -0.429
H -3.686 -1.118 -0.472
H -3.768 -1.862 1.170
H -2.337 -2.000 0.319
H -2.364 2.559 1.315
H -0.814 2.755 0.385
H -2.304 2.385 -0.452
*
```



Most stable to least stable: *1*, *2*, *3*



*1*
The following is a DFT calculation (ωB97M-V/def2-TZVPD) of an isolated molecule of C10H13NS.

HOMO-LUMO gap (Eh): 0.3252
SMILES string: CN1CC=C(c2ccsc2)CC1

ORCA input file:
```
! wB97M-V def2-TZVPD RIJCOSX def2/J DEFGRID3
* xyz 0 1
C -1.842 2.910 -0.817
N -1.266 1.723 -0.625
C -1.638 1.049 0.711
C -0.614 -0.089 1.060
C 0.215 -0.568 0.181
C 1.188 -1.535 0.474
C 1.613 -2.308 1.799
C 2.310 -3.495 1.489
S 2.581 -3.615 -0.229
C 1.717 -2.192 -0.634
C 0.211 0.055 -1.247
C 0.002 1.528 -1.134
H -2.881 2.786 -0.468
H -1.783 3.299 -1.821
H -1.230 3.716 -0.041
H -1.557 1.714 1.833
H -2.668 0.683 0.798
H -0.650 -0.349 2.112
H 1.303 -2.129 2.769
H 2.357 -4.414 2.078
H 1.269 -2.190 -1.844
H 1.136 -0.299 -1.929
H -0.633 -0.273 -1.732
H -0.108 1.957 -2.047
H 0.968 2.033 -0.735
*
```



*2*
The following is a DFT calculation (ωB97M-V/def2-TZVPD) of an isolated molecule of C10H13NS.

HOMO-LUMO gap (Eh): 0.3191
SMILES string: CC(C)(C)n1ccc2ccsc21

ORCA input file:
```
! wB97M-V def2-TZVPD RIJCOSX def2/J DEFGRID3
* xyz 0 1
C 0.913 -1.860 -0.761
C -0.201 -0.847 -0.363
C -0.961 -0.225 -1.533
C -1.198 -1.655 0.540
N 0.315 0.284 0.416
C 1.522 0.331 1.170
C 1.689 1.539 1.816
C 0.589 2.317 1.452
C 0.069 3.624 1.618
C -1.072 3.891 0.897
S -1.634 2.441 0.048
C -0.210 1.587 0.569
H 1.312 -2.391 0.076
H 0.546 -2.560 -1.627
H 1.789 -1.472 -1.162
H -0.361 0.573 -1.971
H -1.220 -1.003 -2.170
H -1.626 0.410 -0.996
H -1.953 -0.974 0.974
H -1.577 -2.399 -0.037
H -0.649 -2.048 1.410
H 2.260 -0.505 1.136
H 2.591 1.767 2.412
H 0.557 4.381 2.054
H -1.845 4.540 0.981
*
```



Most stable to least stable: *2*, *1*



*1*
The following is a DFT calculation (ωB97M-V/def2-TZVPD) of an isolated molecule of C10H13NS.

HOMO-LUMO gap (spin up / spin down) (Eh): 0.2430 / 0.2938

ORCA input file:
```
! wB97M-V def2-TZVPD RIJCOSX def2/J DEFGRID3
* xyz 0 1
C 2.822 -1.663 0.785
C 3.242 0.554 -0.926
C 3.005 1.668 -1.497
C -0.806 -1.226 -2.140
C -2.135 1.312 1.437
C -1.371 -1.220 -0.960
C -1.147 0.958 0.680
C 0.460 -1.007 0.841
C -0.722 -1.810 0.273
C 0.171 0.424 1.263
N 1.580 -1.600 0.916
S 4.052 -0.464 0.008
H 3.545 -2.417 1.079
H 3.556 2.713 -1.468
H 2.373 1.766 -2.381
H -1.173 -0.612 -3.006
H 0.210 -1.684 -2.289
H -3.036 1.873 1.126
H -1.944 1.407 2.485
H -2.214 -0.543 -0.772
H -1.241 1.057 -0.403
H -1.547 -1.940 1.135
H -0.324 -2.754 -0.083
H 0.966 1.105 1.042
H -0.007 0.373 2.400
*
```



*2*
The following is a DFT calculation (ωB97M-V/def2-TZVPD) of an isolated molecule of C10H13NS.

HOMO-LUMO gap (Eh): 0.3168
SMILES string: C=C1N=C(C)S[C@@]12C(=C)C2(C)C

ORCA input file:
```
! wB97M-V def2-TZVPD RIJCOSX def2/J DEFGRID3
* xyz 0 1
C -1.862 0.584 1.852
C -1.399 -0.063 0.796
N -1.653 -1.462 0.609
C -1.164 -2.006 -0.404
C -1.333 -3.306 -1.085
S -0.136 -0.987 -1.457
C -0.435 0.349 -0.292
C 0.136 1.661 -0.763
C 0.117 2.520 -1.740
C 1.038 0.969 0.125
C 2.242 0.118 -0.324
C 1.185 1.228 1.631
H -2.476 -0.006 2.556
H -1.617 1.550 1.986
H -0.237 -3.593 -1.249
H -1.801 -4.061 -0.374
H -1.989 -3.117 -2.033
H -0.770 2.696 -2.347
H 0.892 3.225 -1.900
H 3.185 0.669 -0.473
H 2.111 -0.310 -1.343
H 2.363 -0.770 0.353
H 1.916 2.064 1.695
H 1.466 0.396 2.204
H 0.223 1.653 1.975
*
```



Most stable to least stable: *2*, *1*



*1*
The following is a DFT calculation (ωB97M-V/def2-TZVPD) of the ion C4H10N2O with charge +1.

HOMO-LUMO gap (spin up / spin down) (Eh): 0.3888 / 0.2161

ORCA input file:
```
! wB97M-V def2-TZVPD RIJCOSX def2/J DEFGRID3
* xyz 1 2
C 0.615 0.861 -0.802
C -0.644 0.435 -1.786
C -1.153 -0.924 -1.639
O -0.505 -1.966 -1.302
N 0.057 0.975 0.545
C 0.607 0.356 1.844
N 0.339 -1.060 1.981
H 1.298 -0.069 -0.804
H 1.160 1.615 -1.319
H -0.308 0.644 -2.863
H -1.428 1.115 -1.588
H -2.286 -1.007 -1.818
H -0.918 0.600 0.502
H 0.074 0.863 2.716
H 1.735 0.678 1.829
H 0.359 -1.411 2.979
H 0.998 -1.704 1.527
*
```



*2*
The following is a DFT calculation (ωB97M-V/def2-TZVPD) of the ion C4H10N2O with charge +1.

HOMO-LUMO gap (spin up / spin down) (Eh): 0.3626 / 0.1935

ORCA input file:
```
! wB97M-V def2-TZVPD RIJCOSX def2/J DEFGRID3
* xyz 1 2
N 0.609 -2.087 -0.343
C 1.255 -1.078 0.327
C 1.046 0.388 -0.201
N -0.295 0.725 -0.048
C -0.776 2.036 -0.694
C -1.241 -0.005 0.791
O 1.816 0.960 -1.016
H 1.030 -2.952 -0.001
H 0.757 -2.000 -1.331
H 2.410 -1.251 0.315
H 0.747 -1.052 1.250
H -0.004 2.755 -0.663
H -1.139 1.975 -1.701
H -1.563 2.272 -0.038
H -2.089 0.619 1.059
H -0.993 -0.360 1.889
H -1.568 -0.943 0.405
*
```



Most stable to least stable: *2*, *1*



*1*
The following is a DFT calculation (ωB97M-V/def2-TZVPD) of an isolated molecule of C18H23N3O5S.

HOMO-LUMO gap (Eh): 0.3013
SMILES string: COCCNC(=S)N(CCO)Cc1cc2cc3c(cc2[nH]c1=O)OCCO3

ORCA input file:
```
! wB97M-V def2-TZVPD RIJCOSX def2/J DEFGRID3
* xyz 0 1
C 0.547 3.236 -1.916
O 1.081 2.461 -2.937
C 2.353 2.853 -3.308
C 3.496 2.738 -2.299
N 3.402 1.489 -1.998
C 3.021 1.063 -0.683
S 3.125 2.008 0.736
N 2.671 -0.152 -0.497
C 2.185 -1.195 -1.839
C 3.378 -2.436 -1.999
O 2.812 -3.640 -2.049
C 2.449 -0.861 0.786
C 0.842 -1.035 1.045
C 0.079 -0.143 1.399
C -1.443 -0.624 1.620
C -2.171 0.471 2.106
C -3.577 0.169 2.179
C -3.822 -1.204 2.214
C -3.064 -2.246 1.812
C -1.645 -1.834 1.633
N -0.958 -2.994 0.932
C 0.363 -2.610 0.875
O 1.089 -3.327 0.465
O -5.322 -1.472 2.408
C -6.215 -0.541 2.376
C -5.650 0.690 3.148
O -4.442 1.290 2.657
H 0.339 4.409 -2.224
H 1.008 3.059 -1.116
H -0.292 2.764 -1.940
H 2.586 2.470 -4.226
H 2.359 4.149 -3.518
H 4.567 3.102 -2.732
H 3.473 3.291 -1.528
H 3.669 0.728 -2.631
H 1.279 -1.691 -1.607
H 1.988 -0.498 -2.594
H 4.133 -2.207 -1.253
H 3.613 -2.173 -3.136
H 2.197 -3.513 -1.154
H 2.916 -0.332 1.499
H 2.868 -1.787 0.920
H 0.411 0.764 1.453
H -1.813 1.542 2.357
H -3.368 -3.090 1.717
H -1.222 -3.912 1.041
H -7.107 -1.007 2.898
H -6.498 -0.071 1.262
H -6.297 1.495 3.386
H -5.393 0.355 4.262
*
```



*2*
The following is a DFT calculation (ωB97M-V/def2-TZVPD) of an isolated molecule of C18H23N3O5S.

HOMO-LUMO gap (Eh): 0.2899
SMILES string: COCCNC(=O)c1onc(CSc2ccccc2)c1C(=O)NCCOC

ORCA input file:
```
! wB97M-V def2-TZVPD RIJCOSX def2/J DEFGRID3
* xyz 0 1
C 5.003 0.503 -1.258
O 6.040 0.520 -0.312
C 5.733 -0.656 0.588
C 4.412 -0.690 1.301
N 3.221 -1.310 0.915
C 2.073 -0.750 0.582
O 1.968 0.609 0.339
C 1.112 -1.542 -0.234
O 1.507 -3.060 -0.167
N 0.384 -3.526 -0.671
C -0.511 -2.614 -0.957
C -1.705 -3.234 -1.478
S -2.805 -3.916 -0.062
C -3.075 -2.172 0.666
C -3.913 -1.165 0.029
C -4.192 0.036 0.758
C -3.381 0.394 1.582
C -2.467 -0.352 2.309
C -2.207 -1.598 1.667
C -0.038 -1.493 -0.741
C -0.973 -0.313 -1.048
O -1.874 -0.466 -1.749
N -0.411 1.032 -0.839
C -1.137 2.117 -1.259
C -1.247 2.921 0.079
O -1.858 4.224 -0.164
C -3.171 4.436 -0.359
H 4.121 0.825 -1.004
H 5.375 1.330 -2.145
H 4.723 -0.398 -1.802
H 6.624 -0.695 1.324
H 5.812 -1.738 0.124
H 4.466 -0.858 2.379
H 4.256 0.473 1.529
H 3.302 -2.368 0.812
H -2.232 -2.586 -2.253
H -1.649 -4.289 -1.925
H -4.618 -1.441 -0.743
H -4.915 0.468 0.260
H -3.381 1.399 2.105
H -1.700 0.045 2.711
H -1.512 -2.340 2.162
H 0.357 0.953 -0.245
H -0.528 2.718 -1.897
H -2.229 1.935 -1.276
H -0.338 3.413 0.566
H -1.695 2.436 1.048
H -3.701 3.726 0.253
H -3.458 3.749 -1.071
H -3.572 5.310 -0.431
*
```



Most stable to least stable: *2*, *1*



*1*
The following is a DFT calculation (ωB97M-V/def2-TZVPD) of a cluster of 2 separate species, C4H14N2O in total.

HOMO-LUMO gap (Eh): 0.3564
SMILES string: C[C@H](N)CCN.O

ORCA input file:
```
! wB97M-V def2-TZVPD RIJCOSX def2/J DEFGRID3
* xyz 0 1
C 1.274 -1.418 0.699
C 0.661 -0.044 0.396
N 0.459 0.860 1.541
C -0.653 -0.045 -0.420
C -0.703 -0.868 -1.737
N -1.017 -2.263 -1.443
H 1.330 -1.999 -0.248
H 0.798 -1.904 1.552
H 2.341 -1.233 0.924
H 1.350 0.361 -0.354
H -0.464 0.557 1.856
H 0.989 0.639 2.397
H -1.196 -0.701 0.288
H -1.042 0.974 -0.433
H 0.361 -0.833 -2.079
H -1.482 -0.517 -2.396
H -0.572 -2.923 -0.831
H -1.868 -2.728 -1.709
O -0.083 3.471 0.652
H 0.841 3.738 0.564
H -0.008 2.646 1.178
*
```



*2*
The following is a DFT calculation (ωB97M-V/def2-TZVPD) of a cluster of 2 separate species, C4H14N2O in total.

HOMO-LUMO gap (Eh): 0.3608
SMILES string: CCNCCN.O

ORCA input file:
```
! wB97M-V def2-TZVPD RIJCOSX def2/J DEFGRID3
* xyz 0 1
C 1.373 2.748 0.260
C 1.031 1.717 -0.804
N 0.721 0.392 -0.160
C 0.089 -0.598 -1.021
C 0.337 -2.011 -0.460
N -0.638 -2.425 0.559
H 2.157 2.387 0.918
H 0.452 2.867 0.855
H 1.769 3.686 -0.135
H 1.961 1.470 -1.353
H 0.149 1.989 -1.450
H 0.125 0.570 0.651
H 0.272 -0.631 -2.168
H -1.007 -0.504 -1.100
H 0.181 -2.704 -1.286
H 1.352 -2.180 -0.127
H -1.417 -2.988 0.234
H -0.276 -2.855 1.404
O -2.410 0.210 1.367
H -2.091 0.933 0.820
H -1.990 -0.596 1.031
*
```



*3*
The following is a DFT calculation (ωB97M-V/def2-TZVPD) of a cluster of 2 separate species, C4H14N2O in total.

HOMO-LUMO gap (Eh): 0.3399
SMILES string: CCNCCN.O

ORCA input file:
```
! wB97M-V def2-TZVPD RIJCOSX def2/J DEFGRID3
* xyz 0 1
C -1.652 -1.418 -0.004
C -0.385 -2.109 -0.597
N 0.882 -1.580 -0.141
C 1.165 -0.127 -0.292
C 1.151 0.623 1.062
N 0.320 1.828 1.086
H -1.741 -0.406 -0.483
H -2.484 -1.938 -0.378
H -1.751 -1.488 1.060
H -0.591 -3.165 -0.781
H -0.628 -1.721 -1.670
H 1.130 -1.914 0.748
H 2.239 -0.009 -0.750
H 0.271 0.095 -1.065
H 2.239 0.821 1.235
H 0.860 -0.267 1.783
H -0.547 1.737 1.691
H 0.811 2.663 1.421
O -0.365 2.805 -1.692
H 0.052 2.179 -1.086
H -0.977 3.392 -1.147
*
```



*4*
The following is a DFT calculation (ωB97M-V/def2-TZVPD) of a cluster of 2 separate species, C4H14N2O in total.

HOMO-LUMO gap (Eh): 0.3630
SMILES string: CCCNCN.O

ORCA input file:
```
! wB97M-V def2-TZVPD RIJCOSX def2/J DEFGRID3
* xyz 0 1
C 0.173 0.489 -2.663
C 1.235 -0.157 -1.760
C 1.306 0.376 -0.339
N 0.470 -0.308 0.662
C -0.847 -0.797 0.268
N -1.196 -1.882 1.169
H -0.863 0.223 -2.420
H 0.381 0.295 -3.708
H 0.172 1.560 -2.492
H 1.210 -1.243 -1.792
H 2.176 0.027 -2.275
H 1.009 1.429 -0.333
H 2.323 0.344 0.051
H 0.949 -1.074 1.118
H -1.533 0.050 0.358
H -0.845 -1.146 -0.761
H -1.401 -1.509 2.092
H -2.052 -2.322 0.843
O -0.775 2.084 2.356
H -1.176 1.431 2.943
H -0.100 1.571 1.886
*
```



Most stable to least stable: *4*, *2*, *1*, *3*